<P>
Here is a single C5H6O molecule from the OMol25 dataset. Energies are from ωB97M-V with the def2-TZVPD basis set.

As for the multiplicity: 1. Its LUMO energy is 0.03957 hartree. The SMILES is Cc1ccoc1. The calculation puts the molar mass at 82.1 g/mol.

Last column: natural (NBO) charge in e.
Positions of all 12 atoms, in Å:
C 0.6074 0.4099 -1.5953  -0.625
C -0.0180 -0.1089 -0.3464  -0.100
C 0.9024 -0.2391 0.6454  0.055
O 0.3276 -0.2539 1.8630  -0.404
C -1.0027 -0.2418 1.6299  0.099
C -1.2914 -0.2263 0.3014  -0.319
H 0.3443 -0.0540 -2.5575  0.216
H 1.6497 0.3969 -1.1962  0.223
H 0.4860 1.4893 -1.6887  0.220
H 1.8890 -0.6658 0.5565  0.202
H -1.6128 -0.1863 2.5130  0.201
H -2.2815 -0.3199 -0.1251  0.232

<Q>
Here is a single C5H6O molecule from the OMol25 dataset. Energies are from ωB97M-V with the def2-TZVPD basis set.

As for the multiplicity: 1. Its LUMO energy is 0.03699 hartree. The SMILES is O=CCC1C=C1. The calculation puts the molar mass at 82.1 g/mol.

Last column: natural (NBO) charge in e.
Positions of all 12 atoms, in Å:
C 0.9319 -0.4420 -0.3506  -0.536
C 0.3003 0.9193 -0.0598  -0.244
C -1.1828 1.1043 0.0167  -0.137
O -1.1849 -1.5443 -0.6778  -0.523
C -0.0285 -1.6095 -0.3319  0.448
C -0.5570 1.1548 1.1465  -0.210
H 1.7698 -0.6496 0.3284  0.215
H 1.3648 -0.4351 -1.3633  0.241
H 0.9123 1.7459 -0.4368  0.180
H -2.0974 1.1067 -0.5533  0.236
H 0.3953 -2.5817 -0.0007  0.106
H -0.5801 1.2397 2.2221  0.225

Verdict on stability: <Q> comes out at the bottom.

<P>
Here is a single C5H6O molecule from the OMol25 dataset. Energies are from ωB97M-V with the def2-TZVPD basis set.

As for the multiplicity: 1. Its LUMO energy is 0.03806 hartree. The SMILES is C#CC[C@H]1CO1. The calculation puts the molar mass at 82.1 g/mol.

Last column: natural (NBO) charge in e.
Positions of all 12 atoms, in Å:
C -1.0463 1.3514 1.4632  -0.246
C -0.3461 1.4357 0.4863  -0.002
C 0.5525 0.9619 -0.5763  -0.499
C 0.6997 -0.4679 -0.0781  0.073
C -0.3004 -1.4500 -0.4576  -0.111
O 1.0423 -1.5486 -0.9244  -0.482
H -1.6316 1.0948 2.3160  0.239
H 1.5077 1.4963 -0.6438  0.240
H 0.0936 0.9948 -1.5711  0.240
H 1.1005 -0.5012 0.9348  0.189
H -1.0334 -1.1804 -1.2173  0.178
H -0.6386 -2.1869 0.2683  0.183

<Q>
Here is a single C5H6O molecule from the OMol25 dataset. Energies are from ωB97M-V with the def2-TZVPD basis set.

As for the multiplicity: 1. Its LUMO energy is 0.02852 hartree. The SMILES is C#C[C@@H](C)C=O. The calculation puts the molar mass at 82.1 g/mol.

Last column: natural (NBO) charge in e.
Positions of all 12 atoms, in Å:
C -0.2275 1.4262 -0.1378  -0.602
C -0.1372 -0.0680 0.1993  -0.408
C -1.4545 -0.8163 0.0385  0.458
O -2.5244 -0.2684 -0.0645  -0.511
C 1.0754 -0.7424 -0.2837  -0.018
C 2.1870 -1.2049 -0.3015  -0.215
H 0.4497 2.0106 0.4905  0.219
H 0.0400 1.6156 -1.1812  0.220
H -1.2489 1.7853 0.0148  0.239
H 0.0502 -0.2272 1.2699  0.261
H -1.3803 -1.9169 0.1493  0.120
H 3.1703 -1.5935 -0.1936  0.237

<R>
Here is a single C5H6O molecule from the OMol25 dataset. Energies are from ωB97M-V with the def2-TZVPD basis set.

As for the multiplicity: 1. Its LUMO energy is 0.04125 hartree. The SMILES is C1=C[C@@H]2O[C@@H]2C1. The calculation puts the molar mass at 82.1 g/mol.

Last column: natural (NBO) charge in e.
Positions of all 12 atoms, in Å:
C -0.7026 -0.4592 0.8828  -0.490
C -0.4111 -1.0238 -0.5326  -0.131
C 0.2974 -0.2558 -1.3193  -0.248
C 0.6670 0.9418 -0.4817  0.017
C 0.1561 0.7027 0.8997  0.042
H -0.4413 -1.3871 1.4199  0.238
H -1.7602 -0.3389 1.1152  0.237
H -0.6915 -2.0310 -0.7687  0.201
H 0.6439 -0.3106 -2.3942  0.232
H 0.8268 1.9092 -0.8859  0.196
H -0.1778 1.6819 1.4196  0.196
O 1.5933 0.5709 0.6451  -0.489

Verdict on stability: <P> comes out at the bottom.

<P>
Here is 2 unconnected molecules or ions with the total composition C4H10 from the OMol25 dataset. Energies are from ωB97M-V with the def2-TZVPD basis set.

As for the multiplicity: 1. Its LUMO energy is 0.03375 hartree. The SMILES is C=C.CC. The calculation puts the molar mass at 58.1 g/mol.

Last column: natural (NBO) charge in e.
Positions of all 14 atoms, in Å:
C 2.1677 0.1600 -1.2350  -0.627
C 1.3582 -0.5798 -0.1315  -0.651
H 2.2900 1.3376 -1.2669  0.212
H 1.6312 -0.0361 -2.2008  0.205
H 3.1967 -0.3414 -1.2692  0.210
H 0.3690 -0.1791 0.1998  0.231
H 1.5145 -1.6981 -0.2529  0.218
H 1.6615 -0.3952 0.9629  0.203
C -2.7640 -0.1576 1.2544  -0.402
C -1.9279 0.6230 0.4819  -0.395
H -2.2974 -0.3418 2.2548  0.193
H -3.8300 -0.3683 0.9989  0.220
H -1.4175 1.5101 0.7661  0.204
H -1.9519 0.4668 -0.5623  0.180

<Q>
Here is a single C4H10 molecule from the OMol25 dataset. Energies are from ωB97M-V with the def2-TZVPD basis set.

As for the multiplicity: 1. Its LUMO energy is 0.04555 hartree. The SMILES is CC(C)C. The calculation puts the molar mass at 58.1 g/mol.

Last column: natural (NBO) charge in e.
Positions of all 14 atoms, in Å:
C 0.3497 0.0917 -1.3994  -0.601
C 0.0621 0.4112 0.0688  -0.223
C 1.0288 -0.3574 0.9705  -0.601
C -1.4037 0.0852 0.4053  -0.610
H 0.3189 -0.9953 -1.5527  0.199
H -0.3972 0.5397 -2.0644  0.207
H 1.3398 0.4443 -1.7088  0.206
H 0.2272 1.4848 0.2295  0.191
H 0.9381 -0.0505 2.0187  0.207
H 2.0681 -0.2003 0.6601  0.205
H 0.8226 -1.4339 0.9186  0.199
H -2.0427 0.9738 0.3696  0.211
H -1.5074 -0.3593 1.4007  0.207
H -1.8044 -0.6339 -0.3165  0.203

<R>
Here is a single C4H10 molecule from the OMol25 dataset. Energies are from ωB97M-V with the def2-TZVPD basis set.

As for the multiplicity: 1. Its LUMO energy is 0.04519 hartree. The SMILES is CCCC. The calculation puts the molar mass at 58.1 g/mol.

Last column: natural (NBO) charge in e.
Positions of all 14 atoms, in Å:
C 1.0190 1.6150 0.1804  -0.625
C 0.7411 0.1769 0.0438  -0.437
C -0.6630 -0.2334 0.3032  -0.373
C -1.1004 -1.4872 -0.5587  -0.595
H 0.4025 2.2436 -0.6698  0.214
H 2.0935 1.9580 0.2747  0.221
H 0.8892 1.7972 1.2166  0.218
H 1.1631 -0.5755 0.8393  0.204
H 1.0542 -0.3107 -0.8718  0.199
H -1.4120 0.5700 0.1165  0.193
H -0.8413 -0.6613 1.4060  0.187
H -0.9494 -1.3881 -1.5780  0.196
H -2.1008 -1.8559 -0.3568  0.211
H -0.2791 -2.2050 -0.1884  0.188

Verdict on stability: <P> comes out at the bottom.

<P>
Here is a single C20H27N3O3S molecule from the OMol25 dataset. Energies are from ωB97M-V with the def2-TZVPD basis set.

As for the multiplicity: 1. Its LUMO energy is 0.02674 hartree. The SMILES is CCN(CC)[C@H]1CCN(C(=O)c2cc(COc3ccccc3SC)on2)C1. The calculation puts the molar mass at 389.5 g/mol.

Last column: natural (NBO) charge in e.
Positions of all 54 atoms, in Å:
C -6.6297 1.0333 1.2287  -0.603
H -6.8556 0.2041 1.8933  0.208
H -5.8831 1.6610 1.7046  0.203
H -7.5332 1.6196 1.0790  0.202
C -6.1265 0.4973 -0.1107  -0.215
N -4.9851 -0.3936 0.0739  -0.461
C -3.7282 0.1832 -0.3577  -0.043
C -2.5221 -0.7191 -0.0847  -0.228
N -1.4018 0.1997 -0.0188  -0.405
C -0.1563 -0.2463 -0.2481  0.647
O 0.0824 -1.4255 -0.4673  -0.621
C 0.9493 0.7428 -0.2252  0.038
N 0.8388 2.0320 -0.0066  -0.116
O 2.0782 2.5602 -0.0657  -0.255
C 2.9694 1.5896 -0.3324  0.281
C 2.3098 0.3993 -0.4467  -0.311
H 2.6936 -0.5759 -0.6553  0.260
C 4.4187 1.9403 -0.3984  -0.132
H 4.8387 1.5916 -1.3516  0.217
H 4.5371 3.0226 -0.3136  0.219
O 5.1365 1.3944 0.6996  -0.529
C 5.1507 0.0138 0.7665  0.348
C 4.4937 -0.5913 1.8316  -0.264
C 4.4546 -1.9678 1.9493  -0.195
C 5.0692 -2.7598 0.9938  -0.219
C 5.7556 -2.1685 -0.0497  -0.193
C 5.8183 -0.7866 -0.1627  -0.265
S 6.7567 -0.1000 -1.5154  0.218
C 7.9256 0.9497 -0.5930  -0.730
H 8.5289 1.4584 -1.3376  0.227
H 8.5504 0.3156 0.0290  0.220
H 7.3827 1.6675 0.0125  0.231
H 6.2586 -2.7699 -0.7914  0.226
H 5.0253 -3.8354 1.0666  0.219
H 3.9292 -2.4202 2.7761  0.220
H 4.0037 0.0444 2.5532  0.228
C -1.8396 1.5604 0.2134  -0.216
C -3.3411 1.4274 0.4552  -0.411
H -3.8796 2.3230 0.1558  0.217
H -3.5411 1.2250 1.5069  0.212
H -1.3118 2.0004 1.0611  0.224
H -1.6256 2.1775 -0.6654  0.204
H -2.3283 -1.4671 -0.8548  0.230
H -2.6456 -1.2280 0.8778  0.202
H -3.7409 0.4530 -1.4315  0.169
C -5.2267 -1.7492 -0.3891  -0.203
H -6.1726 -2.0685 0.0562  0.195
H -4.4432 -2.3927 0.0156  0.196
C -5.2928 -1.9372 -1.9095  -0.638
H -5.5672 -2.9636 -2.1381  0.216
H -4.3296 -1.7311 -2.3687  0.203
H -6.0352 -1.2760 -2.3514  0.203
H -5.8677 1.3340 -0.7704  0.181
H -6.9454 -0.0480 -0.5883  0.190

<Q>
Here is a single C20H27N3O3S molecule from the OMol25 dataset. Energies are from ωB97M-V with the def2-TZVPD basis set.

As for the multiplicity: 1. Its LUMO energy is 0.01567 hartree. The SMILES is COCCn1c(SCC(=O)N[C@H]2CCCC[C@H]2C)nc2ccccc2c1=O. The calculation puts the molar mass at 389.5 g/mol.

Last column: natural (NBO) charge in e.
Positions of all 54 atoms, in Å:
C 0.7274 6.0399 0.6025  -0.243
H 1.3585 6.6765 -0.0299  0.164
O 1.1737 4.7103 0.5911  -0.537
C 1.1523 4.1311 -0.6888  -0.071
C 1.6997 2.7067 -0.5858  -0.254
N 0.9588 1.9272 0.3833  -0.450
C -0.2968 1.4717 0.1322  0.334
N -1.0609 0.8716 0.9647  -0.552
C -0.6005 0.6467 2.2310  0.257
C -1.4271 -0.0059 3.1500  -0.241
C -0.9593 -0.2590 4.4189  -0.174
C 0.3277 0.1269 4.7954  -0.234
C 1.1525 0.7641 3.8963  -0.139
C 0.6984 1.0314 2.6032  -0.219
C 1.5619 1.6984 1.6368  0.675
O 2.7133 2.0200 1.8295  -0.595
H 2.1535 1.0695 4.1607  0.235
H 0.6765 -0.0794 5.7961  0.216
H -1.5935 -0.7641 5.1327  0.216
H -2.4126 -0.3041 2.8290  0.240
S -0.9292 1.6328 -1.5066  0.233
C -2.5080 0.7750 -1.2719  -0.608
H -3.1109 1.3420 -0.5644  0.263
H -2.9888 0.7795 -2.2519  0.247
C -2.3776 -0.6634 -0.7667  0.703
O -3.2115 -1.1372 -0.0291  -0.628
N -1.3309 -1.3360 -1.2696  -0.649
H -0.7055 -0.8698 -1.9085  0.402
C -1.0623 -2.7233 -0.9588  -0.044
C -1.5086 -3.6323 -2.1119  -0.403
C -0.6358 -3.4392 -3.3487  -0.401
C 0.8293 -3.6944 -3.0094  -0.396
C 1.2894 -2.7746 -1.8824  -0.399
H 1.2517 -1.7351 -2.2186  0.182
C 0.4218 -2.9537 -0.6340  -0.225
C 0.8949 -2.0460 0.4982  -0.591
H 0.2317 -2.1229 1.3568  0.216
H 0.9133 -1.0075 0.1767  0.192
H 1.9000 -2.3183 0.8114  0.211
H 0.5123 -3.9941 -0.3033  0.205
H 2.3289 -2.9926 -1.6286  0.214
H 1.4506 -3.5367 -3.8933  0.207
H 0.9503 -4.7342 -2.6973  0.195
H -0.9596 -4.1246 -4.1342  0.213
H -0.7532 -2.4227 -3.7311  0.188
H -1.4438 -4.6702 -1.7809  0.202
H -2.5527 -3.4187 -2.3475  0.216
H -1.6702 -2.9445 -0.0741  0.236
H 1.6594 2.2233 -1.5654  0.214
H 2.7279 2.7423 -0.2166  0.265
H 0.1245 4.1216 -1.0856  0.173
H 1.7811 4.7038 -1.3881  0.174
H 0.7883 6.3776 1.6346  0.199
H -0.3102 6.1147 0.2519  0.165

Verdict on stability: <P> comes out at the bottom.